Entry 1:
ORCA calculation (ωB97M-V with the def2-TZVPD basis set) on a structure of composition C18H15Cl5N6PPd.

The value obtained for the HOMO energy is -3.11 eV. The calculation puts the relative energy (zero: lowest compared OMol25 entry of this formula, charge and spin) at 0.00 kcal/mol.

```
! wB97M-V def2-TZVPD RIJCOSX def2/J DEFGRID3
* xyz -1 1
Pd 0.60427 0.24534 0.58092
C -0.19320 -1.96951 -2.70843
N 0.24325 -2.21322 -1.35857
C 1.24317 -3.08986 -1.01399
C 1.28926 -3.09766 0.34442
N 0.34981 -2.24724 0.86436
C -0.25512 -1.68122 -0.18469
P -1.83033 -0.68616 -0.11432
C -2.18421 -0.80351 1.67142
N -1.38546 -0.48367 2.66300
C -2.08070 -0.74284 3.80450
C -3.32359 -1.22849 3.50263
N -3.38672 -1.26601 2.13713
C -4.51688 -1.71374 1.35104
C -1.30908 1.10054 -0.21461
N -1.23305 1.94638 0.81784
C -1.08835 3.19478 0.27283
C -1.11241 3.13089 -1.08458
N -1.28128 1.80535 -1.40320
C -1.44411 1.30721 -2.74386
H -0.11180 -2.89237 -3.28371
H 0.40384 -1.19434 -3.19169
H -1.23924 -1.66856 -2.70423
H 1.83116 -3.59468 -1.76155
H 1.95662 -3.65009 0.98541
H -1.65190 -0.56700 4.77740
H -4.15077 -1.54441 4.11563
H -5.31281 -2.01171 2.03055
H -4.24418 -2.56626 0.73006
H -4.88212 -0.91475 0.70695
H -0.95541 4.06322 0.89697
H -1.00189 3.88313 -1.84702
H -1.98445 2.04564 -3.33708
H -2.03699 0.39445 -2.72397
H -0.48283 1.10327 -3.21853
Cl 2.90765 1.12060 3.00134
C 3.49333 1.32753 1.35257
C 2.63719 1.00077 0.31195
C 3.18280 1.19510 -0.94709
Cl 2.20771 0.82185 -2.37858
C 4.46953 1.67312 -1.18552
Cl 5.09221 1.89343 -2.79487
C 5.28552 1.98537 -0.10105
Cl 6.89280 2.58296 -0.35081
C 4.78867 1.80955 1.18787
Cl 5.80008 2.19678 2.54517
*
```

***

Entry 2:
ORCA calculation (ωB97M-V with the def2-TZVPD basis set) on a structure of composition C18H15CrN4O8S.

The value obtained for the HOMO energy (spin up / spin down) is -8.63 / -8.67 eV. The calculation puts the relative energy (zero: lowest compared OMol25 entry of this formula, charge and spin) at 0.00 kcal/mol. The expectation value of S² is 0.7628.

```
! wB97M-V def2-TZVPD RIJCOSX def2/J DEFGRID3
* xyz 0 2
Cr 1.61508 -0.37852 0.46193
C -5.44473 0.65134 -3.00879
C -4.20585 1.04329 -2.25184
C -3.01036 0.34930 -2.43744
C -1.85968 0.72077 -1.76686
C -1.90554 1.80043 -0.89234
C -3.08209 2.49986 -0.68216
C -4.22574 2.11683 -1.36764
S -0.43373 2.26995 -0.04132
O 0.57744 2.60131 -1.00351
O -0.79798 3.21827 0.97875
N 0.06419 0.88765 0.63899
C -0.35900 0.35660 1.81022
C -1.37752 0.70060 2.70893
C -1.52623 -0.10146 3.81535
C -0.68736 -1.20329 4.04168
C 0.30136 -1.46952 3.12877
N 0.44997 -0.70152 2.04344
H -5.41811 -0.40009 -3.29193
H -5.53401 1.23881 -3.92505
H -6.34236 0.82708 -2.41640
H -2.98107 -0.49784 -3.11193
H -0.93938 0.16657 -1.90397
H -3.09339 3.33164 0.00904
H -5.15002 2.65937 -1.20804
H -1.99911 1.56344 2.52354
H -2.30769 0.12408 4.52995
H -0.81063 -1.83119 4.91096
H 0.98994 -2.29749 3.23420
O 2.90067 -4.86009 -3.36936
C 2.65483 -3.98457 -2.59459
C 1.33062 -3.19366 -2.49357
O 0.35398 -3.34285 -3.18128
C 1.56900 -2.25883 -1.39347
C 2.81503 -2.39293 -0.84402
O 3.12083 -1.62218 0.17228
C 3.61145 -3.42183 -1.52115
O 4.74911 -3.75812 -1.31209
O 0.76942 -1.33250 -0.87528
N 4.40379 2.30243 1.98355
C 4.01067 1.14106 1.43423
N 4.91002 0.21887 1.10980
O 2.76677 0.96943 1.27162
H 5.36873 2.57771 2.00547
H 3.69614 3.00776 2.10113
H 5.89117 0.36512 1.26301
H 4.57137 -0.66108 0.71718
*
```

***

Entry 3:
ORCA calculation (ωB97M-V with the def2-TZVPD basis set) on the molecule C18H15F3N2O4 in a non-equilibrium geometry.

The value obtained for the HOMO energy is -8.72 eV. The calculation puts the relative energy (zero: lowest compared OMol25 entry of this formula, charge and spin) at 0.78 kcal/mol.

```
! wB97M-V def2-TZVPD RIJCOSX def2/J DEFGRID3
* xyz 0 1
O -2.45554 -2.57877 1.03827
C -2.48624 -1.47433 0.53247
N -3.59705 -0.87031 0.07242
C -4.91439 -1.43343 0.22349
C -5.83260 -0.49712 1.02573
C -6.10919 0.76342 0.27951
C -7.23461 1.22354 -0.33670
C -6.89235 2.47243 -0.91418
C -5.58490 2.67723 -0.60971
O -5.10057 1.65005 0.11113
C -1.26032 -0.65398 0.33825
C 0.07526 -1.03460 0.62370
C 0.80300 0.06670 0.27468
C 2.26610 0.35288 0.30152
O 2.91846 -0.71031 -0.36446
C 4.27077 -0.69535 -0.45414
C 4.84776 -1.78105 -1.12017
C 6.21466 -1.86658 -1.26887
C 7.04324 -0.87702 -0.75919
C 6.46871 0.19682 -0.10275
C 7.31527 1.29042 0.48317
F 6.90024 2.51404 0.10439
F 8.60733 1.20674 0.14653
F 7.27337 1.29250 1.83108
C 5.09087 0.30175 0.05837
O -0.02676 1.02151 -0.17876
N -1.29353 0.57083 -0.13182
H -3.51735 0.07886 -0.26517
H -5.35324 -1.61844 -0.76356
H -4.79366 -2.38599 0.74499
H -5.35016 -0.26516 1.97779
H -6.77720 -1.00258 1.22322
H -8.18887 0.73934 -0.37264
H -7.53431 3.12006 -1.47477
H -4.90820 3.47681 -0.83555
H 0.41194 -1.97011 1.01365
H 2.44919 1.31048 -0.20335
H 2.61175 0.41975 1.34389
H 4.19239 -2.54285 -1.51071
H 6.64547 -2.70990 -1.78521
H 8.11355 -0.93792 -0.87222
H 4.69171 1.15962 0.57568
*
```

***

Entry 4:
ORCA calculation (ωB97M-V with the def2-TZVPD basis set) on a structure of composition C18H15F6N6O4S4Ti in a non-equilibrium geometry.

The value obtained for the HOMO energy (spin up / spin down) is -8.92 / -11.26 eV. The expectation value of S² is 2.0331.

```
! wB97M-V def2-TZVPD RIJCOSX def2/J DEFGRID3
* xyz 1 3
Ti 0.85896 0.43118 -0.42721
C -1.96088 -2.28363 -4.06978
N -1.87215 -2.55427 -2.64685
C -2.42386 -3.61807 -1.97462
C -2.10665 -3.48688 -0.67831
N -1.35082 -2.31895 -0.53910
C -1.21414 -1.75594 -1.77536
S -0.49693 -0.30245 -2.28676
C -0.79196 -1.90953 0.68863
C -1.22546 -2.52508 1.85978
C -0.58395 -2.30023 3.05656
C 0.51659 -1.42998 3.05503
C 0.84472 -0.79236 1.89939
N 0.19863 -0.96406 0.69191
H -2.59652 -3.03100 -4.53452
H -0.96901 -2.31189 -4.51879
H -2.37651 -1.28976 -4.22661
H -2.99428 -4.38392 -2.46914
H -2.33452 -4.15018 0.13215
H -2.08164 -3.18158 1.83405
H -0.91442 -2.78654 3.96216
H 1.08204 -1.23392 3.95459
H 1.65449 -0.08006 1.89543
F 4.43235 3.26946 -1.19664
C 4.43956 3.02250 0.10451
F 4.36635 4.15582 0.77371
F 5.53392 2.36877 0.44449
S 2.94513 1.95663 0.50566
O 2.08361 2.11870 -0.67349
O 2.36483 2.34407 1.74405
N 3.42726 0.45506 0.54651
S 3.64178 -0.22559 -0.88091
O 2.33606 -0.41844 -1.51802
O 4.67605 0.33469 -1.66991
C 4.02088 -1.96385 -0.31928
F 4.17806 -2.73932 -1.37107
F 5.07824 -2.03583 0.45293
F 2.93626 -2.35964 0.36595
N -0.10230 2.69608 -2.29727
C -0.82968 2.64450 -1.16424
N -0.64946 1.80476 -0.15086
C -1.68312 1.95523 0.78856
C -1.84916 1.23727 1.96903
C -2.94689 1.49720 2.77013
C -3.88130 2.47076 2.42913
C -3.72703 3.20511 1.26750
C -2.63319 2.92943 0.46361
S -2.21648 3.68166 -1.05107
H 0.83144 2.33070 -2.30476
H -0.27559 3.45867 -2.93053
H -1.12312 0.49801 2.26944
H -3.07400 0.93187 3.68396
H -4.72654 2.66085 3.07594
H -4.43568 3.97397 0.99031
*
```

***

Entry 5:
ORCA calculation (ωB97M-V with the def2-TZVPD basis set) on the molecule C18H15N3O2S2 in a non-equilibrium geometry.

The value obtained for the HOMO energy is -7.69 eV. The calculation puts the relative energy (zero: lowest compared OMol25 entry of this formula, charge and spin) at 0.00 kcal/mol.

```
! wB97M-V def2-TZVPD RIJCOSX def2/J DEFGRID3
* xyz 0 1
C -3.94044 -2.25769 -0.01016
O -4.03289 -1.23887 0.95562
C -3.34869 -0.08234 0.75862
C -3.43175 0.86250 1.78500
C -2.75832 2.05867 1.67999
C -1.97903 2.33743 0.56549
C -1.89463 1.41080 -0.45798
C -0.98351 1.61163 -1.66836
N -0.23576 2.84194 -1.63821
C 0.84951 3.06146 -0.81763
O 1.29604 4.17030 -0.63056
C 1.37292 1.81084 -0.28598
S 2.60741 1.58771 0.93108
C 2.45370 -0.15684 0.80401
S 3.31373 -1.25283 1.65932
N 1.50914 -0.47516 -0.14275
C 1.07388 -1.80128 -0.39719
C 0.52913 -2.55776 0.63197
C 0.06304 -3.83208 0.36382
C 0.13248 -4.34582 -0.92132
C 0.67763 -3.58719 -1.94361
C 1.15232 -2.31231 -1.68667
C 0.92869 0.60604 -0.74200
N -0.01689 0.51594 -1.72985
C -2.58690 0.20553 -0.36533
H -4.34870 -1.93850 -0.97466
H -4.53843 -3.08168 0.37511
H -2.90592 -2.59439 -0.14324
H -4.02944 0.62639 2.65040
H -2.82583 2.78330 2.47650
H -1.44189 3.27065 0.50655
H -1.57192 1.58440 -2.59462
H -0.67539 3.67024 -2.00878
H 0.47999 -2.14876 1.62873
H -0.35721 -4.42396 1.16237
H -0.23286 -5.34085 -1.12498
H 0.74156 -3.98863 -2.94357
H 1.59639 -1.71892 -2.47228
H -0.41787 -0.40322 -1.86174
H -2.52573 -0.50109 -1.18056
*
```

***

Entry 6:
ORCA calculation (ωB97M-V with the def2-TZVPD basis set) on the molecule C18H15N3O5S2 in a non-equilibrium geometry.

The value obtained for the HOMO energy is -8.34 eV. The calculation puts the relative energy (zero: lowest compared OMol25 entry of this formula, charge and spin) at 3.10 kcal/mol.

```
! wB97M-V def2-TZVPD RIJCOSX def2/J DEFGRID3
* xyz 0 1
C 0.63932 -0.64107 -1.90786
C -0.61414 -1.21955 -2.46574
C -0.74490 -1.56140 -3.81849
C -1.89921 -2.14877 -4.32750
C -2.97179 -2.39070 -3.49699
C -2.88428 -2.03123 -2.16296
C -1.72964 -1.45145 -1.64700
C -1.72742 -1.12437 -0.18278
O -0.83408 -1.41572 0.58760
N -2.87797 -0.52984 0.22502
H -3.47683 -0.11656 -0.47293
C -3.07838 -0.12149 1.59425
H -4.13041 -0.25375 1.85771
H -2.46054 -0.77203 2.21920
C -2.67329 1.33812 1.83570
N -1.24750 1.50664 1.64592
C -0.72758 1.74646 0.40781
O -1.35050 1.90944 -0.60549
S 1.05057 1.81262 0.51766
C 1.01323 1.42528 2.22351
C 2.06881 1.23924 3.04888
C 3.44705 1.31238 2.73858
C 4.48835 1.11446 3.62529
C 5.74890 1.24533 3.03284
C 5.67084 1.54154 1.70214
S 4.05846 1.66510 1.14504
H 6.47855 1.69355 1.01355
H 6.67721 1.12732 3.56193
H 4.33051 0.88338 4.66333
H 1.82072 0.99986 4.07688
C -0.36475 1.29699 2.69582
O -0.72297 1.06542 3.82612
H -2.89645 1.61573 2.86821
H -3.18923 2.00342 1.13886
H -3.71726 -2.22794 -1.50382
H -3.86872 -2.84917 -3.88197
H -1.93075 -2.40447 -5.37586
N 0.31420 -1.33653 -4.77315
O 1.09580 -0.43235 -4.57789
O 0.34563 -2.07101 -5.73980
H 0.63532 0.43964 -2.05354
H 1.52195 -1.02652 -2.41121
H 0.71315 -0.85602 -0.84686
*
```

***

Entry 7:
ORCA calculation (ωB97M-V with the def2-TZVPD basis set) on the molecule C18H16B2N2O6 in a non-equilibrium geometry.

The value obtained for the HOMO energy is -7.87 eV. The calculation puts the relative energy (zero: lowest compared OMol25 entry of this formula, charge and spin) at 64.72 kcal/mol.

```
! wB97M-V def2-TZVPD RIJCOSX def2/J DEFGRID3
* xyz 0 1
O 3.13315 -0.06805 0.98279
C 2.54706 -0.29659 2.01113
C 2.34890 -1.46562 2.86304
O 2.81399 -2.56816 2.92731
C 1.17829 -0.85381 3.54120
N -0.04866 -1.49506 3.04051
C -0.37518 -1.66491 1.70621
C -1.71970 -1.57497 1.27520
C -2.06736 -1.51750 -0.06526
C -1.04496 -1.48625 -0.98649
C 0.26722 -1.61793 -0.60605
C 0.56970 -1.79771 0.69946
B 1.04452 -1.22223 -1.92657
O 2.39935 -0.84837 -1.81199
O 0.16898 -1.31229 -3.00176
C -1.15511 -1.37743 -2.47579
C 1.56152 0.48933 2.88953
N 0.41775 1.06198 2.20306
C 0.29377 1.50918 0.89546
C 1.36224 1.77801 -0.00111
C 1.19481 2.06060 -1.34702
C -0.11179 2.09082 -1.79697
C -1.19508 1.91855 -0.94662
C -0.98405 1.72595 0.38755
B -2.32365 1.61968 -2.01752
O -3.53789 0.98347 -1.74650
O -1.91749 1.86241 -3.34956
C -0.54559 2.12920 -3.23995
H 1.24618 -0.89413 4.65791
H -0.75606 -1.58739 3.77193
H -2.51144 -1.67698 1.97875
H -3.06783 -1.45870 -0.43080
H 1.61499 -1.90675 0.90377
H 2.72595 -0.70375 -0.89930
H -1.66534 -0.46577 -2.77752
H -1.68890 -2.21823 -2.94695
H 2.07240 1.24806 3.54379
H -0.43871 0.97598 2.71154
H 2.38042 1.67879 0.35374
H 2.01855 2.22123 -2.02932
H -1.81416 1.48774 1.02740
H -4.09598 0.85117 -2.52868
H 0.00896 1.30036 -3.72399
H -0.30373 3.08603 -3.71557
*
```

***

Entry 8:
ORCA calculation (ωB97M-V with the def2-TZVPD basis set) on a structure of composition C18H16Br2ClN6O4STi.

The value obtained for the HOMO energy (spin up / spin down) is -9.74 / -11.79 eV. The calculation puts the relative energy (zero: lowest compared OMol25 entry of this formula, charge and spin) at 0.00 kcal/mol. The expectation value of S² is 2.0056.

```
! wB97M-V def2-TZVPD RIJCOSX def2/J DEFGRID3
* xyz 1 3
Ti 0.49323 0.06275 0.48595
O 2.90456 -1.38671 3.10052
Cl 2.35446 -0.19400 2.54704
O 2.83437 0.97534 3.18059
O 0.86941 -0.25814 2.64222
O 2.63426 -0.15431 1.09290
Br -0.65535 0.41683 -6.22505
C -0.30274 0.38071 -4.38554
C 1.00258 0.38029 -3.92155
C 1.19356 0.34355 -2.55635
N 0.19046 0.32124 -1.67265
C -1.07246 0.32251 -2.12858
C -1.35310 0.34779 -3.48735
C -2.11935 0.27571 -1.08548
C -3.47623 0.27141 -1.37195
C -4.37927 0.21691 -0.32597
Br -6.21772 0.21093 -0.68851
C -3.92091 0.16355 0.97948
C -2.55490 0.16781 1.17519
N -1.66829 0.22767 0.17787
H 1.84475 0.40124 -4.59707
H 2.19461 0.31336 -2.14178
H -2.36772 0.33950 -3.85498
H -3.83994 0.30879 -2.38728
H -4.59910 0.11493 1.81821
H -2.14290 0.10676 2.17583
N 2.95228 5.72261 -1.59324
C 2.36691 5.13280 -0.80142
C 1.61819 4.39149 0.17580
C 1.02969 5.01165 1.27300
C 0.32740 4.22915 2.17176
C 0.22369 2.87040 1.93735
N 0.77467 2.27155 0.87403
C 1.48022 3.01948 0.02652
H 1.12873 6.07907 1.41481
H -0.13191 4.66329 3.04758
H -0.30619 2.22793 2.62935
H 1.94413 2.51666 -0.81228
C 0.59877 -6.19311 1.05377
N 0.22348 -4.95415 0.39665
C 0.70400 -3.75168 0.70940
N 1.57204 -3.66743 1.70669
S 0.16624 -2.41691 -0.22984
H 0.05683 -7.00829 0.58493
H 0.33299 -6.17495 2.11262
H 1.66775 -6.38841 0.94801
H -0.42799 -4.97789 -0.36915
H 1.85468 -4.48577 2.22000
H 1.99709 -2.79392 1.97797
*
```